ORCA calculation (the ωB97M-V functional and the def2-TZVPD basis) on a 2-piece molecular cluster, C2H7NO overall.

## Properties
**HOMO energy**: -0.29823 Ha
**Gap between HOMO and LUMO**: 9.11 eV
**2S+1**: 1

Each line ends with the Mulliken charge.
Atoms and positions in Å:
C: -2.210065 0.922662 0.063271  -0.87
C: -1.079487 0.830834 -0.643869  0.18
N: 0.115425 1.414305 -0.264610  -0.47
H: -2.208198 1.532545 0.960497  0.19
H: -3.149857 0.459559 -0.186676  0.26
H: -1.079909 0.134900 -1.475913  0.28
H: 0.025139 2.219191 0.309959  0.21
H: 0.845506 1.487051 -0.967806  0.23
O: 2.851069 -2.821818 0.374069  -0.64
H: 2.199440 -3.112337 1.018527  0.32
H: 3.690937 -3.066892 0.812550  0.32

Forces on atoms 1 to 2 (eV/Å):
0.28 0.56 0.26
-0.87 -0.66 0.42

=====

ORCA calculation (the ωB97M-V functional and the def2-TZVPD basis) on a 2-piece molecular cluster, C2H7NO overall.

## Properties
**HOMO energy**: -0.27025 Ha
**Gap between HOMO and LUMO**: 6.63 eV
**2S+1**: 1

Each line ends with the Mulliken charge.
Atoms and positions in Å:
O: -0.783552 1.497547 -1.812232  -1.03
H: -0.124540 1.474906 -2.516076  0.19
C: 0.329469 -0.810193 0.359582  -0.15
C: 1.444302 -0.198671 0.861231  -0.60
N: -0.989409 -0.177475 0.289796  -0.30
H: 0.220866 -1.829464 0.001594  0.34
H: 2.304259 -0.066675 0.200605  0.25
H: 1.485027 0.152616 1.911891  0.26
H: -1.096571 0.637997 0.895176  0.33
H: -1.092936 0.202060 -0.732073  0.35
H: -1.696915 -0.882648 0.540507  0.35

Forces on atoms 1 to 2 (eV/Å):
-0.41 -1.23 1.15
-0.15 -0.22 0.20

=====

ORCA calculation (the ωB97M-V functional and the def2-TZVPD basis) on a 2-piece molecular cluster, C2H7NO overall.

## Properties
**<S²>**: 0.763
**HOMO energy (alpha / beta)**: -0.48440 / -0.48440 Ha
**Gap between HOMO and LUMO (alpha / beta)**: 7.23 / 3.13 eV
**2S+1**: 2
**Net charge**: +1

Each line ends with the Löwdin spin population.
Atoms and positions in Å:
C: -2.700349 2.350375 0.748528  0.10
C: -0.412887 1.844712 1.033899  0.06
N: -1.559323 1.607683 1.530628  0.73
H: -2.622201 2.192863 -0.323346  0.01
H: -3.675866 2.230970 1.239135  0.00
H: -2.528970 3.480181 0.801478  0.01
H: 0.436416 1.453873 1.656602  0.03
H: -0.231524 2.514424 0.171705  0.05
H: 4.031547 -4.048273 -2.059040  0.00
H: 3.366103 -5.421896 -2.140117  0.00
O: 3.894591 -4.801804 -2.649704  0.00

Forces on atoms 1 to 2 (eV/Å):
-1.17 2.01 1.67
0.02 -1.67 3.65

=====

ORCA calculation (the ωB97M-V functional and the def2-TZVPD basis) on a 2-piece molecular cluster, C2H7NO overall.

## Properties
**<S²>**: 0.755
**HOMO energy (alpha / beta)**: -0.43417 / -0.43417 Ha
**Gap between HOMO and LUMO (alpha / beta)**: 6.33 / 3.08 eV
**2S+1**: 2
**Net charge**: +1

Each line ends with the Löwdin spin population.
Atoms and positions in Å:
N: 4.062037 -3.035209 5.612449  0.00
H: 4.853817 -2.442932 5.788183  0.00
H: 3.322899 -2.443657 6.008793  0.00
H: 3.827337 -2.975124 4.626187  0.00
C: -0.541232 1.511803 -2.833318  0.53
C: -1.799565 0.948791 -2.605918  0.23
O: -2.500083 1.263562 -1.593146  0.18
H: -0.210572 1.548139 -3.843026  0.03
H: 0.093678 1.762275 -1.996043  0.02
H: -2.318923 0.344627 -3.351150  0.01
H: -3.279328 0.692240 -1.479413  0.00

Forces on atoms 1 to 2 (eV/Å):
-1.22 0.65 0.24
0.79 0.03 -0.29

=====

ORCA calculation (the ωB97M-V functional and the def2-TZVPD basis) on a 2-piece molecular cluster, C2H7NO overall.

## Properties
**<S²>**: 0.768
**HOMO energy (alpha / beta)**: -0.55602 / -0.55513 Ha
**Gap between HOMO and LUMO (alpha / beta)**: 10.43 / 5.87 eV
**2S+1**: 2
**Net charge**: +1

Each line ends with the Löwdin spin population.
Atoms and positions in Å:
O: 0.255591 -2.363486 1.223648  0.02
H: 0.984591 -2.434956 1.819142  0.00
C: 0.039039 0.975888 -0.033691  0.14
C: -1.175669 1.462285 0.036420  0.36
N: 0.475766 -0.219285 -0.893500  0.44
H: 0.915157 1.442273 0.370083  0.00
H: -1.909885 0.897889 -0.552416  0.01
H: -1.221218 2.538635 0.380024  0.01
H: -0.315261 -0.542009 -1.573012  0.00
H: 0.616356 -1.715744 0.584674  0.00
H: 1.335533 -0.041490 -1.361372  0.01

Forces on atoms 1 to 2 (eV/Å):
-0.21 1.04 -1.27
0.70 -0.47 1.02

=====

ORCA calculation (the ωB97M-V functional and the def2-TZVPD basis) on a 2-piece molecular cluster, C2H7NO2 overall.

## Properties
**HOMO energy**: -0.36545 Ha
**Gap between HOMO and LUMO**: 10.66 eV
**2S+1**: 1

Each line ends with the Mulliken charge.
Atoms and positions in Å:
C: 1.613039 1.268240 -1.218743  -0.85
N: 0.788480 0.575567 -0.261506  -0.12
C: 0.079601 1.169601 0.732835  0.16
O: -0.520033 0.583927 1.596140  -0.54
H: 2.636776 1.394478 -0.892749  0.28
H: 1.241990 2.261196 -1.434889  0.32
H: 1.617632 0.749130 -2.184012  0.29
H: 0.791081 -0.421052 -0.391429  0.23
H: 0.137569 2.274491 0.623510  0.23
O: -1.678143 -3.008829 -0.470673  -0.63
H: -1.518529 -2.095262 -0.740928  0.31
H: -2.647457 -3.035999 -0.421638  0.32

Forces on atoms 1 to 2 (eV/Å):
0.01 0.33 -0.57
0.16 -0.15 -0.61

=====

ORCA calculation (the ωB97M-V functional and the def2-TZVPD basis) on C2H7NO2 as an isolated structure.

## Properties
**HOMO energy (alpha / beta)**: -0.32459 / -0.32463 Ha
**Gap between HOMO and LUMO (alpha / beta)**: 8.40 / 8.40 eV
**2S+1**: 1

Each line ends with the Mulliken charge.
Atoms and positions in Å:
C: -0.643678 -0.633882 -0.583237  -0.01
C: -0.404042 -1.737768 0.430616  -0.91
N: 0.561608 1.581414 -0.232648  -0.34
O: -1.472525 0.280627 -0.320992  -0.43
O: 1.501195 2.599691 -0.191376  -0.42
H: 1.160219 3.295652 0.394584  0.34
H: 0.356319 1.307905 0.731411  0.25
H: -0.608405 -0.996812 -1.629506  0.35
H: 0.612113 0.348552 -0.640842  0.27
H: -1.194860 -2.480817 0.351112  0.30
H: 0.557127 -2.225677 0.247222  0.32
H: -0.425071 -1.338885 1.443655  0.28

Forces on atoms 1 to 2 (eV/Å):
-4.43 -0.31 0.76
1.05 0.53 0.18

=====

ORCA calculation (the ωB97M-V functional and the def2-TZVPD basis) on a 2-piece molecular cluster, C2H7NO2S overall.

## Properties
**HOMO energy**: -0.34402 Ha
**Gap between HOMO and LUMO**: 9.38 eV
**2S+1**: 1

Each line ends with the Mulliken charge.
Atoms and positions in Å:
C: 2.091574 -1.699871 -0.586516  -0.65
S: 1.876826 -0.548015 0.675687  1.02
O: 1.522745 -1.181926 1.902377  -0.54
O: 2.611339 0.729138 0.594571  -0.57
H: 1.320968 -2.386222 -0.145008  0.28
H: 2.142728 -1.388063 -1.612623  0.33
C: -1.158688 0.604630 -0.164850  -0.52
N: -0.258331 0.574156 1.060908  -0.58
H: -0.958884 1.556149 -0.812258  0.24
H: -0.708707 -0.285714 -0.658185  0.19
H: -2.267875 0.463724 -0.049010  0.26
H: 0.021581 1.565275 1.326664  0.26
H: -0.476572 0.052630 1.903213  0.29

Forces on atoms 1 to 2 (eV/Å):
-2.11 1.52 3.63
2.15 1.02 -2.72

=====

ORCA calculation (the ωB97M-V functional and the def2-TZVPD basis) on C2H7NO2S in the gas phase.

## Properties
**<S²>**: 2.007
**HOMO energy (alpha / beta)**: -0.19387 / -0.34137 Ha
**Gap between HOMO and LUMO (alpha / beta)**: 5.74 / 7.00 eV
**2S+1**: 3

Each line ends with the Löwdin spin population.
Atoms and positions in Å:
C: 1.389795 -0.155524 0.260876  0.05
C: -2.830913 -0.121770 -0.352148  0.99
N: 2.087112 0.862946 -0.462180  0.01
O: 0.171548 -0.587781 -0.315554  0.20
O: -0.858690 1.497701 0.261427  0.13
S: -1.226658 0.114016 0.126107  0.51
H: 1.430359 0.242430 1.240983  0.00
H: 2.059224 -1.008533 0.221649  0.01
H: -2.942559 -1.140581 0.002194  0.05
H: -3.068254 -0.002042 -1.382197  0.06
H: 2.096042 0.871764 -1.509139  0.00
H: 2.035377 1.806201 -0.200096  0.00
H: -1.451676 -0.626807 1.448710  -0.01

Forces on atoms 1 to 2 (eV/Å):
2.80 0.38 -1.61
-3.84 -1.11 0.14

=====

ORCA calculation (the ωB97M-V functional and the def2-TZVPD basis) on a 2-piece molecular cluster, C2H7NO2S2 overall.

## Properties
**HOMO energy (alpha / beta)**: -0.33903 / -0.32346 Ha
**Gap between HOMO and LUMO (alpha / beta)**: 6.77 / 6.97 eV
**2S+1**: 1

Each line ends with the Mulliken charge.
Atoms and positions in Å:
C: 1.574425 1.290796 -1.488115  -0.44
C: -1.782687 -0.719514 1.157542  -0.58
N: 3.062879 -2.045987 0.248338  -0.50
O: 1.419868 -0.358145 1.109503  -0.51
O: 2.165288 0.015921 -1.399858  -0.35
S: -2.106893 -0.716621 -0.606371  -0.13
S: 1.824192 -1.121457 -0.062886  0.82
H: 1.689512 1.579998 -2.542724  0.24
H: 2.071829 1.988736 -0.801785  0.25
H: 0.487175 1.355918 -1.210788  0.18
H: -2.074721 0.230361 1.470349  0.25
H: -0.692572 -0.977620 1.360108  0.17
H: -2.491815 -1.457028 1.525553  0.31
H: 3.700342 -2.217582 -0.448128  0.27

Forces on atoms 1 to 2 (eV/Å):
-1.01 0.83 0.71
1.66 -2.00 -1.16

=====

The E_tot results, record by record, are as follows: -210.3644, -210.2171, -209.9683, -210.0192, -210.0091, -285.6333, -285.4464, -683.6998, -683.5174, -1081.8335 hartree.
The ΔE to the lowest compared entry with this formula, charge and spin results, record by record, are as follows: 90.3, 476.9, 287.8, 154.1, 180.8, 101.1, 591.7, 383.5, 370.5, 534.3 kJ/mol.
The F_max results, record by record, are as follows: 1.211, 2.653, 6.051, 1.452, 7.550, 0.764, 4.504, 4.462, 4.002, 3.824 eV/Å.